[1]
{"formula": "CsH4O2", "method": "ωB97M-V/def2-TZVPD", "charge": 1, "homo_energy_ha": -0.5814, "gap_ev": 12.1, "multiplicity": 1, "relative_energy_kcal_mol": 11.6, "elements": ["Cs", "O", "H", "H", "O", "H", "H"], "positions_angstrom": [[5.414, 3.422, 8.876], [5.958, 5.436, 11.029], [5.830, 6.387, 10.934], [5.781, 5.165, 11.920], [4.055, 2.388, 11.731], [3.248, 2.016, 12.174], [3.677, 2.989, 11.141]], "atomic_forces_ev_per_a": [[0.218, -0.089, -0.059], [0.046, -0.096, -1.298], [0.022, -0.112, 0.446], [-0.134, 0.167, 0.868], [-0.291, -1.804, 1.648], [1.244, 0.256, -0.357], [-1.105, 1.677, -1.248]], "lowdin_charge": [1.13, -0.17, 0.06, 0.04, -0.09, 0.09, -0.07]}


[2]
{"formula": "C8H12N2O2", "method": "ωB97M-V/def2-TZVPD", "charge": 0, "homo_energy_ha": [-0.2750, -0.2751], "gap_ev": [6.4, 6.4], "multiplicity": 1, "relative_energy_kcal_mol": 98.1, "elements": ["C", "C", "C", "C", "C", "C", "C", "C", "N", "N", "O", "O", "H", "H", "H", "H", "H", "H", "H", "H", "H", "H", "H", "H"], "positions_angstrom": [[1.235, 1.479, -3.012], [1.413, 0.191, -3.391], [0.398, 1.436, -1.827], [-0.748, -1.646, 2.140], [0.501, -1.342, 1.296], [-1.301, -0.260, 2.485], [0.278, 0.034, 0.800], [-1.056, 0.536, 1.181], [0.723, -0.608, -2.523], [0.050, 0.118, -1.624], [0.057, 2.369, -1.089], [-1.167, 1.910, 1.308], [1.674, 2.362, -3.429], [1.951, -0.246, -4.213], [-1.478, -2.205, 1.554], [-0.508, -2.226, 3.029], [1.411, -1.362, 1.904], [0.654, -2.061, 0.487], [-2.350, -0.268, 2.769], [-0.725, 0.204, 3.286], [1.092, 0.713, 0.615], [-1.786, 0.157, 0.438], [0.477, -1.575, -2.662], [-0.796, 2.292, 0.477]], "atomic_forces_ev_per_a": [[0.018, -0.075, 0.131], [-0.213, -0.214, 0.138], [0.246, -0.310, -0.541], [-0.129, 0.010, 0.134], [-0.095, -0.288, -0.028], [0.087, 0.115, -0.158], [0.112, -0.078, -1.882], [-0.481, -0.033, -0.002], [0.834, -0.617, -0.562], [-0.743, 0.174, 2.494], [-0.208, 0.537, 0.588], [0.101, 0.190, 0.185], [0.070, 0.132, -0.107], [0.061, -0.002, -0.094], [0.003, -0.024, 0.011], [-0.036, -0.071, -0.046], [0.019, 0.083, -0.074], [0.126, 0.110, -0.024], [-0.040, 0.081, -0.015], [-0.004, 0.025, 0.088], [0.093, 0.203, -0.076], [0.280, -0.137, 0.038], [-0.036, 0.250, -0.089], [-0.067, -0.062, -0.110]], "lowdin_charge": [-0.01, -0.11, -0.53, -0.17, -0.15, -0.11, 0.10, -0.41, -0.06, 0.06, -0.04, -0.02, 0.10, 0.11, 0.11, 0.11, 0.13, 0.12, 0.12, 0.13, 0.13, 0.17, 0.14, 0.06]}


[3]
{"formula": "C20H43BN11O21", "method": "ωB97M-V/def2-TZVPD", "charge": 1, "homo_energy_ha": -0.4424, "gap_ev": 7.6, "multiplicity": 1, "elements": ["C", "C", "B", "O", "C", "C", "N", "C", "C", "C", "N", "C", "C", "C", "C", "O", "O", "H", "H", "H", "H", "H", "H", "H", "H", "H", "H", "H", "H", "H", "H", "H", "H", "C", "N", "O", "O", "H", "H", "H", "C", "N", "O", "O", "H", "H", "H", "C", "N", "O", "O", "H", "H", "H", "C", "N", "O", "O", "H", "H", "H", "C", "N", "O", "O", "H", "H", "H", "C", "N", "O", "O", "H", "H", "H", "C", "N", "O", "O", "H", "H", "H", "C", "N", "O", "O", "H", "H", "H", "C", "N", "O", "O", "H", "H", "H"], "positions_angstrom": [[2.454, -0.927, -2.109], [1.778, 0.053, -3.098], [0.253, -0.152, -3.317], [-0.301, -0.106, -4.568], [-0.803, -0.412, -2.123], [-1.891, -1.220, -2.414], [-2.847, -1.515, -1.515], [-3.975, -2.371, -1.946], [-4.731, -1.830, -3.143], [-5.022, -0.365, -3.227], [-5.103, -2.717, -3.959], [-2.793, -1.023, -0.266], [-1.751, -0.208, 0.113], [-0.757, 0.102, -0.820], [0.349, 1.004, -0.340], [1.111, 0.650, 0.505], [0.401, 2.235, -0.877], [1.831, -1.807, -1.954], [2.644, -0.481, -1.134], [3.410, -1.249, -2.510], [1.936, 1.096, -2.794], [2.251, -0.029, -4.077], [-0.390, -0.945, -5.040], [-2.027, -1.650, -3.397], [-3.587, -3.357, -2.185], [-4.661, -2.442, -1.102], [-5.905, -0.139, -2.630], [-5.199, -0.088, -4.263], [-4.209, 0.266, -2.862], [-5.670, -2.318, -4.707], [-3.595, -1.285, 0.408], [-1.717, 0.192, 1.119], [-0.378, 2.435, -1.413], [2.579, -5.946, -2.291], [2.888, -4.511, -2.543], [2.350, -3.965, -3.492], [3.661, -3.975, -1.784], [1.880, -6.282, -3.047], [3.518, -6.488, -2.340], [2.160, -6.014, -1.292], [-0.005, 2.514, 3.118], [-1.423, 2.945, 3.186], [-2.289, 2.114, 2.965], [-1.629, 4.106, 3.451], [0.015, 1.458, 2.879], [0.478, 3.111, 2.352], [0.453, 2.698, 4.084], [2.478, -3.391, -6.615], [1.266, -2.557, -6.409], [0.213, -3.114, -6.159], [1.390, -1.352, -6.468], [2.193, -4.431, -6.517], [2.858, -3.166, -7.608], [3.196, -3.097, -5.856], [3.349, -0.802, 2.409], [3.245, -1.090, 3.865], [3.316, -0.156, 4.630], [3.096, -2.253, 4.182], [3.475, 0.267, 2.285], [4.203, -1.353, 2.025], [2.432, -1.147, 1.943], [6.769, -2.604, 4.616], [7.434, -2.453, 3.293], [7.732, -1.334, 2.930], [7.617, -3.466, 2.652], [6.667, -1.622, 5.061], [5.799, -3.060, 4.432], [7.385, -3.255, 5.228], [-10.280, -0.311, -2.965], [-8.827, -0.584, -2.806], [-8.435, -1.044, -1.754], [-8.104, -0.325, -3.748], [-10.779, -0.592, -2.046], [-10.386, 0.748, -3.177], [-10.625, -0.900, -3.810], [-1.687, 1.013, 6.489], [-0.749, -0.078, 6.101], [-0.852, -1.144, 6.660], [0.067, 0.181, 5.236], [-2.344, 0.636, 7.262], [-1.086, 1.844, 6.845], [-2.239, 1.296, 5.596], [-0.153, 7.126, 3.806], [0.051, 7.899, 5.062], [-0.236, 7.361, 6.111], [0.495, 9.021, 4.950], [-0.552, 6.155, 4.065], [-0.845, 7.691, 3.189], [0.812, 7.044, 3.315], [4.028, 4.168, 0.803], [2.964, 4.824, 1.612], [2.627, 4.293, 2.652], [2.499, 5.855, 1.179], [4.340, 3.269, 1.319], [3.599, 3.951, -0.171], [4.842, 4.880, 0.705]], "atomic_forces_ev_per_a": [[-0.142, 0.313, 0.006], [0.101, 0.012, 0.131], [0.050, 0.081, -0.322], [-0.360, -0.361, 0.581], [-0.133, 0.076, 0.224], [0.033, 0.035, 0.124], [0.202, 0.108, -0.107], [-0.176, 0.018, 0.256], [0.177, -0.002, -0.188], [0.157, 0.183, 0.063], [-0.009, -0.063, -0.056], [0.110, 0.118, 0.009], [0.172, 0.041, -0.198], [-0.296, -0.143, 0.030], [-0.186, 0.147, -0.111], [0.188, 0.045, 0.102], [0.029, -0.088, 0.166], [0.145, -0.168, 0.034], [-0.043, 0.019, -0.010], [-0.007, -0.161, 0.050], [0.102, 0.005, 0.030], [-0.061, 0.061, -0.064], [0.175, 0.236, -0.523], [-0.066, -0.017, -0.024], [-0.043, -0.066, 0.013], [0.044, -0.066, 0.033], [-0.075, 0.029, -0.065], [-0.205, 0.028, 0.039], [0.086, -0.095, 0.050], [0.001, 0.003, -0.022], [-0.032, -0.044, -0.046], [-0.054, -0.005, 0.023], [0.032, -0.038, -0.099], [-0.059, -0.017, -0.087], [0.062, -0.035, 0.048], [-0.046, -0.038, -0.048], [-0.016, 0.011, -0.016], [-0.007, 0.015, -0.008], [0.021, 0.006, 0.044], [0.042, -0.002, 0.029], [0.101, -0.237, -0.142], [0.196, 0.091, 0.018], [-0.061, -0.086, -0.088], [-0.191, -0.055, 0.019], [0.028, -0.017, 0.069], [0.014, 0.099, 0.067], [0.003, 0.072, -0.002], [-0.017, -0.069, -0.120], [-0.052, 0.061, 0.159], [-0.041, -0.043, 0.120], [0.193, -0.084, -0.098], [-0.019, 0.007, 0.010], [0.018, 0.043, 0.002], [-0.011, 0.025, -0.011], [0.016, 0.091, -0.051], [-0.030, 0.000, -0.059], [0.043, 0.054, 0.094], [0.063, -0.052, 0.005], [-0.010, 0.010, 0.011], [-0.018, -0.047, 0.007], [0.007, -0.043, -0.009], [-0.070, 0.123, 0.086], [-0.038, -0.010, -0.017], [-0.027, 0.046, -0.008], [0.016, -0.038, -0.004], [0.016, 0.019, -0.022], [0.011, -0.063, 0.040], [-0.001, -0.071, -0.058], [-0.037, -0.039, 0.078], [0.138, -0.028, 0.021], [-0.033, -0.001, 0.059], [-0.128, 0.014, -0.118], [0.011, -0.006, 0.011], [0.008, 0.003, -0.046], [0.009, 0.027, -0.036], [-0.024, -0.020, 0.067], [0.042, -0.028, 0.025], [-0.047, -0.028, -0.002], [-0.063, 0.070, -0.104], [0.004, -0.012, 0.009], [0.010, 0.018, -0.030], [0.019, 0.017, -0.015], [0.017, -0.073, 0.005], [0.007, 0.003, -0.005], [-0.008, -0.035, 0.024], [0.008, 0.031, -0.017], [-0.008, -0.009, 0.020], [0.036, 0.050, -0.014], [-0.003, 0.042, -0.030], [0.041, -0.063, 0.064], [0.031, 0.057, 0.007], [-0.025, -0.080, -0.005], [-0.047, 0.013, -0.039], [-0.003, 0.004, 0.018], [0.004, 0.039, -0.022], [-0.012, 0.027, -0.035]], "lowdin_charge": [-0.08, -0.12, -0.42, 0.14, 0.04, 0.05, -0.03, -0.05, -0.41, -0.02, 0.18, 0.04, 0.08, -0.03, -0.49, 0.15, 0.16, 0.06, 0.06, 0.07, 0.11, 0.10, 0.09, 0.16, 0.14, 0.14, 0.07, 0.09, 0.07, 0.07, 0.15, 0.13, 0.14, 0.06, -0.43, 0.04, 0.09, 0.10, 0.11, 0.10, 0.04, -0.43, 0.04, 0.08, 0.07, 0.08, 0.11, 0.05, -0.43, 0.06, 0.08, 0.10, 0.11, 0.09, 0.04, -0.45, 0.07, 0.05, 0.09, 0.10, 0.09, 0.05, -0.46, 0.06, 0.06, 0.10, 0.09, 0.10, 0.06, -0.44, 0.07, 0.05, 0.10, 0.10, 0.11, 0.06, -0.44, 0.09, 0.04, 0.10, 0.11, 0.08, 0.05, -0.45, 0.06, 0.07, 0.06, 0.10, 0.09, 0.06, -0.44, 0.05, 0.07, 0.09, 0.10, 0.10]}


Repeat the second record exactly.
{"formula": "C8H12N2O2", "method": "ωB97M-V/def2-TZVPD", "charge": 0, "homo_energy_ha": [-0.2750, -0.2751], "gap_ev": [6.4, 6.4], "multiplicity": 1, "relative_energy_kcal_mol": 98.1, "elements": ["C", "C", "C", "C", "C", "C", "C", "C", "N", "N", "O", "O", "H", "H", "H", "H", "H", "H", "H", "H", "H", "H", "H", "H"], "positions_angstrom": [[1.235, 1.479, -3.012], [1.413, 0.191, -3.391], [0.398, 1.436, -1.827], [-0.748, -1.646, 2.140], [0.501, -1.342, 1.296], [-1.301, -0.260, 2.485], [0.278, 0.034, 0.800], [-1.056, 0.536, 1.181], [0.723, -0.608, -2.523], [0.050, 0.118, -1.624], [0.057, 2.369, -1.089], [-1.167, 1.910, 1.308], [1.674, 2.362, -3.429], [1.951, -0.246, -4.213], [-1.478, -2.205, 1.554], [-0.508, -2.226, 3.029], [1.411, -1.362, 1.904], [0.654, -2.061, 0.487], [-2.350, -0.268, 2.769], [-0.725, 0.204, 3.286], [1.092, 0.713, 0.615], [-1.786, 0.157, 0.438], [0.477, -1.575, -2.662], [-0.796, 2.292, 0.477]], "atomic_forces_ev_per_a": [[0.018, -0.075, 0.131], [-0.213, -0.214, 0.138], [0.246, -0.310, -0.541], [-0.129, 0.010, 0.134], [-0.095, -0.288, -0.028], [0.087, 0.115, -0.158], [0.112, -0.078, -1.882], [-0.481, -0.033, -0.002], [0.834, -0.617, -0.562], [-0.743, 0.174, 2.494], [-0.208, 0.537, 0.588], [0.101, 0.190, 0.185], [0.070, 0.132, -0.107], [0.061, -0.002, -0.094], [0.003, -0.024, 0.011], [-0.036, -0.071, -0.046], [0.019, 0.083, -0.074], [0.126, 0.110, -0.024], [-0.040, 0.081, -0.015], [-0.004, 0.025, 0.088], [0.093, 0.203, -0.076], [0.280, -0.137, 0.038], [-0.036, 0.250, -0.089], [-0.067, -0.062, -0.110]], "lowdin_charge": [-0.01, -0.11, -0.53, -0.17, -0.15, -0.11, 0.10, -0.41, -0.06, 0.06, -0.04, -0.02, 0.10, 0.11, 0.11, 0.11, 0.13, 0.12, 0.12, 0.13, 0.13, 0.17, 0.14, 0.06]}